Entry 1:
C17H30N4O5S | wB97M-V/def2-TZVPD

Properties
Total charge: 0
Kohn-Sham gap: 9.9 eV
Energy relative to the best compared isomer or geometry (same formula, charge and spin): 2.7 kcal per mole
Spin multiplicity: 1
Maximum force: 1.1 eV/A

Atoms and positions in Å:
C (-3.9081, -3.0679, 1.2427)
C (-4.0610, -2.8087, -0.2481)
O (-4.4461, -1.4491, -0.4652)
C (-3.5830, -0.6640, -1.1209)
O (-2.5555, -1.0413, -1.6357)
N (-4.0435, 0.6245, -1.2140)
C (-3.0856, 1.6316, -1.6235)
C (-2.5650, 2.3641, -0.3599)
N (-2.8112, 1.5284, 0.7930)
C (-2.0027, 0.5163, 1.2220)
O (-2.3862, -0.2682, 2.0684)
C (-0.5863, 0.4571, 0.6693)
C (0.3236, 1.3790, 1.4903)
C (1.7636, 1.2498, 1.0025)
N (2.1906, -0.1250, 1.1186)
S (3.8259, -0.3314, 0.9633)
O (4.1010, -1.7231, 1.1393)
O (4.4538, 0.6115, 1.8366)
N (4.0964, 0.1224, -0.6495)
C (4.5372, -0.9706, -1.4988)
C (6.0617, -0.9481, -1.3870)
C (6.3778, 0.5503, -1.3188)
C (5.0605, 1.1967, -0.8374)
C (1.3944, -1.0333, 0.3211)
C (-0.0614, -0.9774, 0.7673)
C (-4.2314, 1.4281, 1.0819)
C (-4.9879, 1.1258, -0.2369)
H (-3.2087, -2.3561, 1.6757)
H (-3.5373, -4.0762, 1.4013)
H (-4.8664, -2.9586, 1.7441)
H (-4.8510, -3.4311, -0.6799)
H (-3.1223, -2.9937, -0.7792)
H (-2.2807, 1.1156, -2.1486)
H (-3.5719, 2.3308, -2.3090)
H (-3.1208, 3.2939, -0.2045)
H (-1.5109, 2.6158, -0.4500)
H (-0.5690, 0.7503, -0.3825)
H (0.2749, 1.0775, 2.5370)
H (0.0016, 2.4195, 1.4138)
H (1.8425, 1.5886, -0.0434)
H (2.4414, 1.8427, 1.6169)
H (4.2090, -0.7623, -2.5221)
H (4.0964, -1.9005, -1.1495)
H (6.5504, -1.4463, -2.2217)
H (6.3457, -1.4413, -0.4573)
H (7.1949, 0.7576, -0.6316)
H (6.6486, 0.9338, -2.3026)
H (4.6615, 1.8872, -1.5870)
H (5.1707, 1.7237, 0.1083)
H (1.4703, -0.7712, -0.7457)
H (1.8101, -2.0293, 0.4717)
H (-0.1475, -1.3199, 1.7981)
H (-0.6619, -1.6258, 0.1282)
H (-4.5817, 2.3626, 1.5295)
H (-4.3550, 0.6161, 1.7997)
H (-5.7699, 0.3864, -0.0777)
H (-5.4347, 2.0324, -0.6527)

Okay, here come the Mulliken numbers, in e, for every atom: number 1, C, carries -0.94; number 2, C, carries -0.38; number 3, O, carries -0.35; number 4, C, carries 0.91; number 5, O, carries -0.66; number 6, N, carries -0.02; number 7, C, carries -0.95; number 8, C, carries -0.63; number 9, N, carries 0.15; number 10, C, carries -0.40; number 11, O, carries -0.73; number 12, C, carries 0.82; number 13, C, carries -0.91; number 14, C, carries -0.66; number 15, N, carries -0.03; number 16, S, carries 1.21; number 17, O, carries -0.71; number 18, O, carries -0.75; number 19, N, carries 0.02; number 20, C, carries -0.87; number 21, C, carries -0.69; number 22, C, carries -0.55; number 23, C, carries -0.78; number 24, C, carries -0.71; number 25, C, carries -0.99; number 26, C, carries -0.81; number 27, C, carries -0.72; number 28, H, carries 0.17; number 29, H, carries 0.38; number 30, H, carries 0.32; number 31, H, carries 0.32; number 32, H, carries 0.34; number 33, H, carries 0.45; number 34, H, carries 0.34; number 35, H, carries 0.49; number 36, H, carries 0.30; number 37, H, carries 0.50; number 38, H, carries 0.32; number 39, H, carries 0.38; number 40, H, carries 0.39; number 41, H, carries 0.49; number 42, H, carries 0.46; number 43, H, carries 0.44; number 44, H, carries 0.44; number 45, H, carries 0.26; number 46, H, carries 0.27; number 47, H, carries 0.29; number 48, H, carries 0.38; number 49, H, carries 0.42; number 50, H, carries 0.36; number 51, H, carries 0.51; number 52, H, carries 0.29; number 53, H, carries 0.25; number 54, H, carries 0.41; number 55, H, carries 0.43; number 56, H, carries 0.39; number 57, H, carries 0.35

Entry 2:
C17H31AlBeBr2FN4O8P3S | wB97M-V/def2-TZVPD

Properties
Total charge: 0
Kohn-Sham gap: 1.4 eV
Spin multiplicity: 1
Maximum force: 4.8 eV/A

Atoms and positions in Å:
C (2.3567, -2.4388, -0.5784)
C (3.5502, -2.3916, 0.3761)
Br (4.8304, -3.7605, -0.2959)
C (4.2996, -1.0697, 0.4248)
P (3.3464, 0.3326, 1.4066)
C (2.3801, 1.6823, 2.3607)
C (0.8753, 1.3876, 2.4692)
C (0.0229, 2.2894, 1.5425)
C (-1.3348, 1.6745, 1.2388)
N (-1.3288, 0.9179, -0.0247)
C (-2.1787, -0.0990, -0.2662)
C (-1.8702, -0.6260, -1.5909)
C (-0.8380, 0.1022, -2.0930)
C (-0.5462, 1.0764, -1.0955)
C (5.0867, 1.1554, 1.7887)
O (5.0615, 2.5985, 1.9309)
N (5.4367, 2.9923, 3.1360)
O (5.3526, 4.1866, 3.2242)
P (3.5691, -0.8511, 3.3788)
N (2.1620, -1.4516, 3.8009)
P (3.0559, 1.5428, -0.5524)
O (2.4296, 0.5445, -1.7097)
O (4.4648, 2.1487, -1.1124)
H (1.7963, -3.3630, -0.4167)
H (1.6494, -1.6252, -0.4197)
H (2.7172, -2.4519, -1.6070)
H (3.2316, -2.7707, 1.3457)
H (5.2535, -1.2621, 0.9284)
H (4.5297, -0.7743, -0.6067)
H (2.1304, -0.4115, 1.1719)
H (2.8095, 1.7392, 3.3673)
H (2.4612, 2.6660, 1.8844)
H (0.6372, 0.3230, 2.3718)
H (0.5924, 1.6747, 3.4867)
H (0.6189, 2.5384, 0.6650)
H (-0.1416, 3.2225, 2.0809)
H (-1.5454, 0.9247, 2.0076)
H (-2.1732, 2.3698, 1.2792)
H (-2.9430, -0.4743, 0.3968)
H (-2.3647, -1.4614, -2.0677)
H (-0.3474, -0.0311, -3.0414)
H (0.2235, 1.8302, -1.1520)
H (5.4673, 0.7611, 2.7388)
H (5.8505, 0.9019, 1.0496)
H (4.4896, -1.9025, 3.1329)
H (4.0554, 0.0008, 4.4065)
H (2.2052, -2.4649, 3.8263)
H (2.3534, 1.0511, -2.5299)
H (5.2070, 1.5268, -1.0561)
Al (4.2909, 6.0072, 4.0914)
F (-3.9137, 1.3460, -1.2293)
N (-6.5636, -0.4841, -0.0426)
C (-7.8495, -0.1639, -0.1714)
C (-8.5768, -0.3503, -1.3364)
C (-7.9300, -0.8992, -2.4332)
C (-6.5929, -1.2383, -2.3209)
C (-5.9623, -1.0106, -1.1072)
H (-8.3139, 0.2650, 0.7106)
H (-9.6214, -0.0727, -1.3826)
H (-8.4616, -1.0604, -3.3628)
H (-6.0489, -1.6686, -3.1521)
H (-4.9175, -1.2619, -0.9738)
O (-3.1995, -4.3316, -5.1309)
S (-3.3859, -2.8229, -4.8466)
O (-4.7319, -2.4402, -5.2441)
O (-2.3955, -2.0866, -5.6308)
O (-3.1714, -2.6677, -3.4164)
Be (-3.1672, -4.9130, -6.9852)
Br (1.5651, 5.3731, 2.9624)

Okay, here come the Mulliken numbers, in e, for every atom: number 1, C, carries -0.91; number 2, C, carries 0.02; number 3, Br, carries -0.15; number 4, C, carries -1.12; number 5, P, carries 1.33; number 6, C, carries -1.94; number 7, C, carries -0.44; number 8, C, carries -0.86; number 9, C, carries -0.92; number 10, N, carries 0.48; number 11, C, carries -0.57; number 12, C, carries -0.10; number 13, C, carries -1.20; number 14, C, carries -0.05; number 15, C, carries -1.30; number 16, O, carries -0.08; number 17, N, carries 0.14; number 18, O, carries -0.30; number 19, P, carries 0.00; number 20, N, carries -0.70; number 21, P, carries 0.02; number 22, O, carries -0.39; number 23, O, carries -0.47; number 24, H, carries 0.42; number 25, H, carries -0.08; number 26, H, carries 0.41; number 27, H, carries 0.35; number 28, H, carries 0.57; number 29, H, carries 0.49; number 30, H, carries -0.38; number 31, H, carries 0.67; number 32, H, carries 0.65; number 33, H, carries 0.56; number 34, H, carries 0.24; number 35, H, carries 0.56; number 36, H, carries 0.23; number 37, H, carries 0.55; number 38, H, carries 0.31; number 39, H, carries 0.49; number 40, H, carries 0.76; number 41, H, carries 0.49; number 42, H, carries 0.81; number 43, H, carries 0.74; number 44, H, carries 0.52; number 45, H, carries 0.12; number 46, H, carries 0.16; number 47, H, carries 0.26; number 48, H, carries 0.32; number 49, H, carries 0.41; number 50, Al, carries 0.42; number 51, F, carries -0.53; number 52, N, carries -0.51; number 53, C, carries -0.26; number 54, C, carries -0.34; number 55, C, carries -0.43; number 56, C, carries -0.16; number 57, C, carries 0.19; number 58, H, carries 0.35; number 59, H, carries 0.36; number 60, H, carries 0.39; number 61, H, carries 0.36; number 62, H, carries 0.04; number 63, O, carries -0.51; number 64, S, carries 1.32; number 65, O, carries -0.62; number 66, O, carries -0.67; number 67, O, carries -0.56; number 68, Be, carries 0.65; number 69, Br, carries -0.61

Entry 3:
C17H31BF3IN2O6S | wB97M-V/def2-TZVPD

Properties
Total charge: 0
Kohn-Sham gap: 8.2 eV
Energy relative to the best compared isomer or geometry (same formula, charge and spin): 223.3 kcal per mole
Spin multiplicity: 1
Maximum force: 6.0 eV/A

Atoms and positions in Å:
C (3.2652, -2.1713, 3.6095)
C (2.9443, -3.1561, 2.2963)
C (2.9289, -2.1342, 0.9721)
N (1.5661, -1.6477, 0.7432)
C (0.8929, -1.9049, -0.5548)
C (1.9041, -1.5107, -1.8052)
C (2.6602, -0.0388, -1.6336)
C (2.1210, 1.0962, -2.6970)
F (1.1951, 0.8697, -3.8295)
C (2.6446, 2.5100, -2.5226)
F (4.1179, 2.5820, -2.1959)
F (1.7802, 3.7270, -2.6654)
C (0.3085, -3.4577, -0.6495)
I (1.9036, -4.9913, -1.0147)
O (-0.2082, -3.8620, 0.6451)
S (-1.8297, -3.2928, 0.9411)
O (-2.6348, -3.4060, -0.4206)
O (-1.6223, -1.7266, 1.4711)
C (-1.3588, -0.6478, 0.5618)
O (-0.6073, 0.3111, 1.3547)
C (-0.9576, 1.6760, 1.4260)
C (-0.5899, 2.6334, 0.1029)
O (-1.3532, 3.8862, 0.2248)
C (-0.6004, 5.0327, -0.3252)
C (-0.9659, 5.2266, -1.9350)
B (-2.8766, -0.1128, 0.0723)
O (-3.1226, 0.9017, -0.9650)
C (-4.2554, -0.6954, 0.8313)
C (-4.4345, -0.0407, 2.3538)
C (-0.4534, -0.9344, -0.7720)
N (-1.2346, -1.2391, -2.0272)
H (2.6903, -2.4985, 4.5749)
H (2.8954, -1.0619, 3.3698)
H (4.4417, -2.0588, 3.7780)
H (3.8066, -3.9693, 2.1883)
H (1.9080, -3.6605, 2.4976)
H (3.6096, -1.2134, 1.3119)
H (3.5127, -2.6656, 0.1203)
H (0.9774, -1.7517, 1.5927)
H (1.3952, -1.4860, -2.8550)
H (2.8249, -2.2630, -1.9161)
H (3.8310, -0.1514, -1.8346)
H (2.5573, 0.4199, -0.5622)
H (-0.3658, -3.6592, -1.5812)
H (-0.2054, 2.1450, 2.2400)
H (-2.0081, 1.9772, 1.9098)
H (-0.8423, 2.1376, -0.9190)
H (0.5876, 2.7937, 0.1301)
H (0.5654, 4.9532, -0.2010)
H (-0.9918, 5.9926, 0.2595)
H (-0.3359, 6.1349, -2.3604)
H (-0.7875, 4.2571, -2.5724)
H (-2.1105, 5.4984, -2.0396)
H (-3.8124, 0.5176, -1.6136)
H (-4.3325, -1.8613, 0.8139)
H (-5.2036, -0.2982, 0.2241)
H (-4.6300, 1.1275, 2.2636)
H (-5.4424, -0.4997, 2.7694)
H (-3.5556, -0.3173, 3.0743)
H (0.0149, 0.1443, -0.9989)
H (-0.7345, -1.8413, -2.7074)
H (-1.3871, -0.3242, -2.5496)

Okay, here come the Mulliken numbers, in e, for every atom: number 1, C, carries -0.89; number 2, C, carries -0.33; number 3, C, carries -0.75; number 4, N, carries 0.24; number 5, C, carries 0.06; number 6, C, carries -0.57; number 7, C, carries -0.51; number 8, C, carries 0.50; number 9, F, carries -0.32; number 10, C, carries 0.04; number 11, F, carries -0.24; number 12, F, carries -0.18; number 13, C, carries -0.52; number 14, I, carries -0.04; number 15, O, carries -0.22; number 16, S, carries 0.33; number 17, O, carries -0.48; number 18, O, carries -0.30; number 19, C, carries 0.06; number 20, O, carries -0.38; number 21, C, carries -0.66; number 22, C, carries 0.31; number 23, O, carries -0.38; number 24, C, carries -0.18; number 25, C, carries -0.83; number 26, B, carries 0.65; number 27, O, carries -0.71; number 28, C, carries -0.37; number 29, C, carries -0.87; number 30, C, carries 0.65; number 31, N, carries -0.43; number 32, H, carries 0.31; number 33, H, carries 0.21; number 34, H, carries 0.26; number 35, H, carries 0.30; number 36, H, carries 0.18; number 37, H, carries 0.33; number 38, H, carries 0.20; number 39, H, carries 0.36; number 40, H, carries 0.34; number 41, H, carries 0.32; number 42, H, carries 0.46; number 43, H, carries 0.26; number 44, H, carries 0.61; number 45, H, carries 0.28; number 46, H, carries 0.13; number 47, H, carries -0.06; number 48, H, carries 0.24; number 49, H, carries 0.27; number 50, H, carries 0.26; number 51, H, carries 0.30; number 52, H, carries 0.17; number 53, H, carries 0.29; number 54, H, carries 0.30; number 55, H, carries 0.21; number 56, H, carries 0.24; number 57, H, carries 0.26; number 58, H, carries 0.33; number 59, H, carries 0.20; number 60, H, carries -0.96; number 61, H, carries 0.38; number 62, H, carries 0.33

Entry 4:
C17H31Br6N2O | wB97M-V/def2-TZVPD

Properties
Total charge: +1
Kohn-Sham gap: 6.6 eV
Spin multiplicity: 1
Maximum force: 5.2 eV/A

Atoms and positions in Å:
C (-1.8542, 3.1098, 3.2970)
C (-0.6262, 2.9816, 2.2452)
O (-1.2184, 3.0304, 0.9266)
C (-1.0507, 1.7530, 0.2419)
C (-1.8458, 0.5518, 0.9224)
C (-3.4308, 0.6008, 0.7157)
C (-4.1811, -0.7588, 1.0738)
C (-3.9394, -1.2853, 2.5609)
C (-2.5509, -2.0909, 2.7264)
C (-2.2763, -3.1265, 1.6735)
C (-0.9415, -3.8536, 1.7967)
C (-0.1776, -3.3350, 2.9964)
N (-0.6795, -2.3753, 3.8512)
N (-1.8154, -1.6988, 3.8279)
H (-2.0999, 4.2199, 3.3797)
H (-2.7263, 2.5589, 2.7943)
H (-1.6234, 2.6213, 4.2955)
H (-0.1061, 1.9840, 2.4691)
H (0.1676, 3.7855, 2.4122)
H (0.0717, 1.5182, 0.3266)
H (-1.2477, 1.8505, -0.8786)
H (-1.6512, 0.4507, 2.0397)
H (-1.4832, -0.4075, 0.3963)
H (-3.6022, 0.7754, -0.4088)
H (-3.8673, 1.5238, 1.2275)
H (-3.9440, -1.5240, 0.2596)
H (-5.3067, -0.5498, 0.9839)
H (-4.0507, -0.4678, 3.3430)
H (-4.7529, -2.0700, 2.7736)
H (-3.0190, -3.3351, 0.8530)
H (-0.5695, -4.6565, 1.1047)
H (0.8557, -3.7645, 3.1931)
H (-0.0750, -2.1257, 4.6573)
Br (0.9272, 3.5925, -1.5289)
C (2.3388, 2.3439, -2.0368)
C (1.8371, 1.3022, -3.0081)
Br (0.7796, -0.0704, -2.1104)
H (2.7334, 1.9196, -1.1140)
H (3.1057, 2.9620, -2.5047)
H (2.6723, 0.7638, -3.4575)
H (1.2115, 1.7167, -3.7975)
Br (5.8075, 3.8521, -1.1766)
C (6.6260, 3.3625, -2.8769)
C (6.3803, 4.4164, -3.9272)
Br (4.5602, 4.3171, -4.6184)
H (6.2321, 2.3839, -3.1488)
H (7.6920, 3.2738, -2.6639)
H (7.0225, 4.2523, -4.7931)
H (6.5253, 5.4318, -3.5609)
Br (-0.9227, -3.4664, -1.0912)
C (-0.1308, -4.5112, -2.5346)
C (-0.1447, -5.9830, -2.2099)
Br (1.2489, -6.4353, -0.9238)
H (0.8700, -4.1145, -2.7013)
H (-0.7484, -4.3043, -3.4096)
H (0.0830, -6.5743, -3.0973)
H (-1.0893, -6.3218, -1.7863)

Okay, here come the Mulliken numbers, in e, for every atom: number 1, C, carries -0.66; number 2, C, carries -0.42; number 3, O, carries -0.38; number 4, C, carries -0.96; number 5, C, carries 0.96; number 6, C, carries -0.63; number 7, C, carries -0.54; number 8, C, carries -0.72; number 9, C, carries 0.53; number 10, C, carries -0.40; number 11, C, carries -0.44; number 12, C, carries -0.24; number 13, N, carries 0.24; number 14, N, carries -0.64; number 15, H, carries 0.31; number 16, H, carries 0.02; number 17, H, carries 0.27; number 18, H, carries 0.21; number 19, H, carries 0.37; number 20, H, carries 0.39; number 21, H, carries 0.45; number 22, H, carries 0.04; number 23, H, carries -0.42; number 24, H, carries 0.28; number 25, H, carries 0.19; number 26, H, carries 0.26; number 27, H, carries 0.37; number 28, H, carries 0.28; number 29, H, carries 0.36; number 30, H, carries 0.58; number 31, H, carries 0.44; number 32, H, carries 0.44; number 33, H, carries 0.30; number 34, Br, carries -0.12; number 35, C, carries -0.11; number 36, C, carries -0.55; number 37, Br, carries -0.14; number 38, H, carries 0.43; number 39, H, carries -0.22; number 40, H, carries 0.35; number 41, H, carries 0.41; number 42, Br, carries -0.13; number 43, C, carries -0.61; number 44, C, carries -0.55; number 45, Br, carries -0.13; number 46, H, carries 0.35; number 47, H, carries 0.37; number 48, H, carries 0.35; number 49, H, carries 0.37; number 50, Br, carries -0.04; number 51, C, carries -0.60; number 52, C, carries -0.65; number 53, Br, carries -0.14; number 54, H, carries 0.40; number 55, H, carries 0.37; number 56, H, carries 0.39; number 57, H, carries 0.37